A structure of composition C18H54O9S9 at a distorted geometry. Source: the OMol25 dataset; level of theory: ωB97M-V/def2-TZVPD.

Computed properties:
DFT total energy: -135431.1680 eV
E_HOMO: -6.587 eV
LUMO level: -0.6 eV
Relative energy (zero: lowest compared OMol25 entry of this formula, charge and spin): 1100.7 kcal per mole

```
90
Properties=species:S:1:pos:R:3:lowdin_charge:R:1
C 3.63 -3.16 1.19 -0.224
S 3.59 -2.37 -0.48 1.045
O 3.57 -0.89 -0.16 -0.610
C 1.75 -2.78 -0.82 -0.185
H 4.69 -3.17 1.44 0.051
H 3.29 -4.19 1.20 0.059
H 3.05 -2.69 1.98 0.015
H 1.35 -3.79 -0.70 0.069
H 1.57 -2.53 -1.87 0.054
H 1.02 -2.30 -0.17 0.023
C 0.97 -2.79 3.90 -0.184
S 0.62 -1.45 2.71 1.022
O -0.36 -2.19 1.80 -0.678
C -0.47 -0.41 3.71 -0.227
H 1.73 -3.50 3.57 0.054
H 0.03 -3.31 4.06 0.056
H 1.24 -2.23 4.80 0.058
H -0.92 0.40 3.14 0.083
H 0.15 -0.10 4.55 0.083
H -1.26 -1.01 4.17 0.041
C -2.08 -2.65 -2.80 -0.158
S -2.15 -1.96 -1.00 0.853
O -2.03 -0.48 -1.10 -0.697
C -3.93 -2.27 -0.85 -0.186
H -3.01 -2.52 -3.36 0.037
H -1.97 -3.74 -2.76 0.041
H -1.29 -2.08 -3.27 0.049
H -4.28 -1.70 0.01 0.049
H -4.09 -3.35 -0.82 0.102
H -4.51 -2.01 -1.74 0.087
C 4.63 -1.03 -4.24 -0.279
S 3.81 0.51 -3.75 0.925
O 2.76 0.76 -4.84 -0.535
C 3.12 -0.15 -2.17 -0.394
H 3.91 -1.70 -4.72 0.044
H 5.38 -1.55 -3.65 0.045
H 5.19 -0.69 -5.11 0.028
H 2.91 0.64 -1.46 -0.082
H 3.95 -0.77 -1.82 0.025
H 2.24 -0.80 -2.20 0.057
C 1.95 0.13 -0.27 -0.378
S 0.41 1.01 0.29 1.099
O -0.08 1.91 -0.88 -0.692
C -0.77 -0.45 0.23 -0.344
H 1.73 -0.34 -1.23 0.032
H 2.29 -0.76 0.26 0.008
H 2.71 0.90 -0.39 -0.107
H -1.79 -0.10 0.37 0.059
H -0.65 -1.22 1.00 -0.107
H -0.72 -0.92 -0.76 0.042
C -4.29 0.55 -0.02 -0.231
S -3.51 1.15 -1.59 0.956
O -4.17 2.42 -2.10 -0.574
C -2.01 2.00 -0.79 -0.260
H -4.67 1.23 0.74 0.076
H -3.63 -0.13 0.51 -0.008
H -5.05 -0.11 -0.44 0.038
H -1.48 1.32 -0.11 -0.007
H -2.40 2.81 -0.17 0.037
H -1.32 2.56 -1.42 0.094
C -3.03 -1.19 3.15 -0.215
S -2.64 -2.89 2.51 0.970
O -3.96 -3.65 2.44 -0.545
C -2.19 -2.35 0.80 -0.536
H -3.59 -1.43 4.05 0.064
H -3.77 -0.68 2.53 0.057
H -2.08 -0.70 3.38 -0.060
H -2.40 -3.28 0.27 0.074
H -1.17 -1.97 0.74 -0.065
H -2.89 -1.68 0.30 -0.034
C -0.72 3.25 0.96 -0.328
S -0.39 4.94 0.31 0.883
O -1.20 5.08 -0.99 -0.531
C -1.50 5.79 1.46 -0.255
H -0.13 2.46 0.49 -0.141
H -1.77 3.02 0.73 0.016
H -0.63 3.23 2.05 0.074
H -1.93 6.66 0.97 0.055
H -0.93 6.10 2.34 0.044
H -2.29 5.06 1.67 0.048
C 1.63 2.82 -1.11 -0.241
S 3.33 2.24 -0.77 0.973
O 3.75 1.58 -2.07 -0.683
C 3.98 3.99 -0.61 -0.207
H 1.66 3.58 -1.89 0.112
H 1.28 3.20 -0.15 0.022
H 1.04 1.94 -1.40 -0.033
H 5.00 3.95 -0.21 0.038
H 3.33 4.55 0.06 0.041
H 3.86 4.48 -1.57 0.054
```



The molecule C17H21N3O2S at a distorted geometry. Source: the OMol25 dataset; level of theory: ωB97M-V/def2-TZVPD.

Computed properties:
DFT total energy: -37364.8730 eV
E_HOMO: -6.626 eV
LUMO level: -0.8 eV
Structure (SMILES): CCN(CC)CCNC(=O)c1noc2c1=C1CC=CC=C1SC=2
Relative energy (zero: lowest compared OMol25 entry of this formula, charge and spin): 168.2 kcal per mole

```
44
Properties=species:S:1:pos:R:3:lowdin_charge:R:1
O 0.57 -0.05 -0.45 0.025
N 1.80 1.54 2.49 0.119
O 2.22 2.82 2.76 0.003
S 3.39 5.42 -0.24 0.989
C 1.02 -0.02 0.69 -0.385
C 1.68 1.30 1.19 -0.069
C 2.81 4.81 1.32 -0.313
C 3.66 4.02 -2.50 -0.134
C 3.87 2.88 -3.40 -0.102
C 2.48 3.38 1.55 -0.237
C 3.22 3.94 -1.22 -0.460
C 2.30 2.41 0.46 -0.064
C 3.21 1.74 -3.13 -0.090
C 2.60 2.71 -0.85 -0.143
N 0.87 -1.10 1.51 0.068
N -2.57 -2.61 0.95 -0.173
C 2.32 1.66 -1.90 -0.116
C -2.81 -2.40 -1.56 -0.065
C -4.80 -3.09 1.81 -0.114
C -2.71 -3.39 -0.35 -0.186
C -3.71 -2.11 1.64 -0.346
C 0.04 -2.25 1.03 -0.114
C -1.41 -1.68 1.23 -0.160
H 2.66 5.44 2.17 0.051
H 4.16 4.96 -2.85 0.108
H 4.43 2.87 -4.35 0.106
H 3.20 0.85 -3.77 0.104
H 1.21 -1.02 2.44 0.122
H 1.30 1.93 -2.22 0.143
H 2.42 0.60 -1.52 0.129
H -2.09 -1.57 -1.41 0.073
H -3.83 -2.06 -1.64 0.063
H -2.57 -2.99 -2.40 0.045
H -5.72 -2.73 2.28 0.080
H -5.07 -3.42 0.78 0.068
H -4.47 -4.02 2.34 0.093
H -3.53 -4.12 -0.27 0.104
H -1.78 -3.95 -0.49 0.091
H -3.49 -1.76 2.58 0.086
H -4.18 -1.28 1.07 0.127
H 0.23 -3.13 1.60 0.103
H 0.12 -2.50 -0.12 0.151
H -1.54 -0.81 0.55 0.106
H -1.52 -1.20 2.20 0.112
```